{
  "formula": "C5H6O2",
  "method": "ωB97M-V/def2-TZVPD",
  "total_energy_ha": -344.471485,
  "homo_lumo_gap_ev": 10.47,
  "homo_ev": -9.73,
  "e_above_lowest_kcal_mol": 81.8,
  "species": ["O", "C", "C", "C", "C", "C", "O", "H", "H", "H", "H", "H", "H"],
  "xyz": [[2.69519, 1.31844, -0.23176], [2.30603, -0.02530, -0.40442], [0.85872, -0.19887, -0.59032], [-0.34041, -0.29980, -0.67136], [-2.23239, 0.03522, 0.84925], [-1.72289, -0.60120, -0.36448], [-2.70233, 0.40577, -0.45506], [2.19189, 1.67258, 0.51134], [2.64843, -0.64131, 0.44259], [2.84968, -0.37592, -1.28126], [-1.57988, 0.77765, 1.30620], [-2.92289, -0.46651, 1.52619], [-2.04913, -1.60076, -0.63692]],
  "atomic_forces_ev_per_a": [[-0.1334, 0.2676, 0.2237], [0.2255, -0.3236, -0.1758], [-0.3752, 0.0579, -0.0699], [0.7613, -0.1421, 0.1461], [-0.2135, 0.2312, 0.1567], [0.3274, -0.3849, 0.1261], [-0.1207, 0.2019, 0.2271], [0.0861, 0.0680, -0.1090], [-0.2146, 0.0502, -0.1394], [-0.0598, -0.0408, -0.0450], [-0.1656, -0.1116, 0.0001], [-0.0545, 0.0514, -0.3455], [-0.0630, 0.0748, 0.0047]]
}